Record 1
The following is a DFT calculation (ωB97M-V with the def2-TZVPD basis set) of a cluster of 2 separate species, C3H5Cl2FO in total.

Summary:
HOMO energy: -9.81 eV
Kohn-Sham gap: 9.445 eV
LUMO level: -0.014 Ha
total energy: -32998.5781 eV

The geometry in XYZ format:
```
12
Properties=species:S:1:pos:R:3:forces:R:3
C 1.3878 0.1985 -0.3544 4.23 1.51 -1.97
C -2.3749 -0.6681 0.3283 -0.44 2.82 0.82
C -1.0978 -0.9187 -0.3570 2.93 0.92 2.80
O 0.1765 0.6105 0.0107 -4.12 -2.69 -0.52
F -1.2109 -1.0560 -1.6187 0.19 0.41 -1.91
Cl -2.7342 1.1016 0.2256 -0.32 0.19 -0.39
Cl -0.3116 -2.3285 0.3540 0.10 0.38 -0.24
H 1.6309 0.0865 -1.5326 -0.87 0.25 2.24
H 1.7739 -0.7029 0.1237 -0.11 -0.21 0.21
H 2.1520 1.0754 -0.0029 -1.61 -1.85 -0.72
H -3.1773 -1.1295 -0.2065 -0.37 -0.71 -0.06
H -2.4037 -0.7482 1.4096 0.39 -1.02 -0.25
```
Forces are in eV/Å.

=====

Record 2
The following is a DFT calculation (ωB97M-V with the def2-TZVPD basis set) of an isolated molecule of C3H5Cl2PS.

Summary:
HOMO energy: -9.48 eV
structure (SMILES): C=CCSP(Cl)Cl
Kohn-Sham gap: 9.920 eV
LUMO level: 0.016 Ha
total energy: -48360.8102 eV

The geometry in XYZ format:
```
12
Properties=species:S:1:pos:R:3:forces:R:3
C 0.6267 1.6333 -0.4972 -1.11 -0.44 -0.76
C 0.1242 1.1656 0.6438 0.14 0.93 2.29
C -0.9875 0.2174 0.9629 2.40 -3.19 -3.43
S -1.3889 -1.1307 -0.5792 1.16 1.69 1.79
P 0.6676 -1.7135 -0.4930 -0.81 -0.36 -0.12
Cl 0.4816 -3.7251 -0.0243 0.02 -0.04 0.20
Cl 1.0042 -1.9871 -2.4951 0.16 0.17 -0.32
H 1.4091 2.3203 -0.6225 1.15 1.05 1.06
H 0.3067 1.4906 -1.5454 -0.56 -1.07 0.88
H 0.4238 1.5605 1.7203 0.23 -0.47 -2.49
H -1.8590 0.6582 1.1800 -3.42 1.82 0.44
H -0.8084 -0.4894 1.7495 0.64 -0.09 0.47
```
Forces are in eV/Å.

=====

Record 3
The following is a DFT calculation (ωB97M-V with the def2-TZVPD basis set) of an isolated molecule of C3H5Cl3.

Summary:
HOMO energy: -10.89 eV
structure (SMILES): C[C@H](Cl)C(Cl)Cl
Kohn-Sham gap: 11.600 eV
LUMO level: 0.026 Ha
total energy: -40759.4484 eV

The geometry in XYZ format:
```
11
Properties=species:S:1:pos:R:3:forces:R:3
C -1.1441 -0.4965 -0.3540 -0.98 -1.90 0.18
C -0.0825 -0.0053 0.5535 0.01 -0.57 1.51
Cl -0.8011 1.2765 1.5313 0.07 1.01 0.25
C 1.2216 0.3015 -0.1291 -0.84 -0.97 -1.99
Cl 2.3702 0.8477 1.0057 1.10 0.44 0.41
Cl 0.9988 1.4093 -1.5692 0.25 -0.24 0.77
H -2.0450 -0.8547 0.2064 0.93 0.17 -0.33
H -0.7513 -1.3143 -0.9627 -0.13 -0.16 0.00
H -1.4977 0.2414 -1.0260 -0.14 0.97 -0.58
H 0.2206 -0.7241 1.3532 -0.39 0.06 -0.87
H 1.5105 -0.6816 -0.6091 0.11 1.19 0.65
```
Forces are in eV/Å.

=====

Record 4
The following is a DFT calculation (ωB97M-V with the def2-TZVPD basis set) of a cluster of 2 separate species, C3H5ClF2 in total.

Summary:
HOMO energy (alpha / beta): -8.10 / -11.84 eV
Kohn-Sham gap (alpha / beta): 9.099 / 11.518 eV
spin multiplicity: 3
LUMO level (alpha / beta): 0.037 / -0.012 Ha
total energy: -21144.9912 eV

The geometry in XYZ format:
```
11
Properties=species:S:1:pos:R:3:forces:R:3
C -1.1782 0.4585 -0.6357 -0.76 -0.58 0.26
C -0.5106 -0.5386 0.1820 0.91 0.14 2.18
C 2.6340 0.0499 -0.6503 0.53 -1.48 0.42
F -0.2900 -1.6775 -0.5039 0.38 -0.47 0.31
F 2.4187 1.3072 -0.3047 0.26 -0.17 0.27
Cl 3.8709 -0.8791 0.2941 -1.32 1.27 -0.86
H -0.8077 0.1320 -1.6235 -0.05 1.56 -0.25
H -1.0273 1.4242 -0.1504 0.42 0.29 -0.99
H -2.2731 0.3336 -0.6843 0.18 -0.20 0.08
H 0.2434 -0.2898 1.0152 -1.23 -0.72 -1.49
H 1.7197 -0.5353 -0.8494 0.69 0.37 0.06
```
Forces are in eV/Å.

=====

Record 5
The following is a DFT calculation (ωB97M-V with the def2-TZVPD basis set) of a cluster of 2 separate species, C3H5ClF2NO in total.

Summary:
HOMO energy: -16.53 eV
Kohn-Sham gap: 10.723 eV
LUMO level: -0.213 Ha
total charge: +1
total energy: -24676.3973 eV

The geometry in XYZ format:
```
13
Properties=species:S:1:pos:R:3:forces:R:3
C 0.7712 1.8627 -0.0377 -0.15 -0.22 0.27
C -0.0127 -1.9136 -0.0793 -0.80 0.98 -0.34
C 0.3633 -0.5662 0.4459 -1.37 -1.52 -2.51
N 0.7268 0.3753 -0.3441 0.05 1.02 1.97
O 0.2241 2.2425 0.9217 0.21 -0.14 0.41
F 0.8777 0.0964 -1.6135 -0.14 -0.57 -1.52
F -2.0383 0.8216 0.5407 -2.39 3.23 0.10
Cl 1.5545 2.7460 -1.2184 0.32 0.15 -0.40
H -0.4594 -2.4797 0.7065 0.20 -0.58 0.55
H -0.6368 -2.0695 -0.9811 0.09 1.13 0.38
H 0.9155 -2.2506 -0.4267 1.72 -1.46 -0.21
H 0.3406 -0.5291 1.4901 0.00 1.35 1.45
H -2.6267 1.6640 0.5960 2.27 -3.38 -0.15
```
Forces are in eV/Å.

=====

Record 6
The following is a DFT calculation (ωB97M-V with the def2-TZVPD basis set) of an isolated molecule of C3H5ClFN.

Summary:
HOMO energy: -10.16 eV
structure (SMILES): FC1(Cl)CNC1
Kohn-Sham gap: 11.005 eV
LUMO level: 0.031 Ha
total energy: -19920.4701 eV

The geometry in XYZ format:
```
11
Properties=species:S:1:pos:R:3:forces:R:3
F -0.8626 1.7818 -0.1710 -0.33 -2.02 0.35
C -0.8608 0.3423 0.0250 1.65 1.18 -1.01
Cl -2.5692 -0.1868 0.0469 1.15 0.16 0.30
C 0.1510 -0.2281 -1.0728 -0.11 1.70 0.44
N 1.2816 -0.0335 -0.0341 -1.18 -2.36 -0.47
C 0.2950 0.0571 1.0767 -1.76 -1.27 -0.68
H -0.0142 -1.2255 -1.5224 0.04 0.30 0.84
H 0.2832 0.4860 -1.9106 -0.25 -0.35 0.49
H 1.6471 -0.9868 0.0745 0.62 0.58 -0.19
H 0.5049 0.8236 1.7432 0.13 1.86 0.99
H 0.1441 -0.8302 1.7446 0.06 0.24 -1.06
```
Forces are in eV/Å.

=====

Record 7
The following is a DFT calculation (ωB97M-V with the def2-TZVPD basis set) of an isolated molecule of C3H5ClFN.

Summary:
HOMO energy: -9.64 eV
structure (SMILES): N[C@@H]1C[C@@]1(F)Cl
Kohn-Sham gap: 10.556 eV
LUMO level: 0.034 Ha
total energy: -19919.3110 eV

The geometry in XYZ format:
```
11
Properties=species:S:1:pos:R:3:forces:R:3
N -1.5486 0.0244 -0.5309 1.34 1.92 -1.10
C -0.1699 -0.4818 -0.5415 -1.29 -0.43 1.12
C 0.2343 -0.4227 0.9148 0.06 1.20 1.14
C 0.9389 0.4834 -0.1220 -0.40 -2.28 1.48
F 0.9587 1.8404 -0.0426 -0.72 -0.67 -0.38
Cl 2.4879 -0.1823 -0.3557 1.86 -0.03 -0.86
H -1.4035 0.6807 0.3288 -1.87 -0.49 -3.02
H -1.6428 0.5373 -1.4730 -0.34 -0.42 2.19
H -0.0419 -1.4637 -1.0432 0.43 1.21 -0.20
H -0.6121 0.2428 1.3654 2.12 -2.01 0.74
H 0.7990 -1.2586 1.4999 -1.19 2.00 -1.10
```
Forces are in eV/Å.

=====

Record 8
The following is a DFT calculation (ωB97M-V with the def2-TZVPD basis set) of an isolated molecule of C3H5ClN2.

Summary:
HOMO energy: -10.03 eV
structure (SMILES): C=N/N=C/CCl
Kohn-Sham gap: 10.367 eV
LUMO level: 0.013 Ha
total energy: -18692.4045 eV

The geometry in XYZ format:
```
11
Properties=species:S:1:pos:R:3:forces:R:3
C 1.9103 -1.4465 0.7428 -0.37 -0.16 -0.30
N 1.5074 -0.2953 0.3847 -0.25 -1.72 0.47
N 0.3773 -0.2859 -0.4253 0.39 1.02 -0.03
C -0.5731 0.3380 0.1370 -0.21 0.74 -1.73
C -1.5921 0.9942 -0.7382 -0.58 -1.97 -1.08
Cl -1.2254 2.7213 -1.0424 -0.09 -0.45 0.32
H 2.6828 -1.4793 1.4612 1.11 0.15 0.49
H 1.5453 -2.4407 0.4399 -0.44 0.64 -0.16
H -0.5515 0.6195 1.1368 0.33 0.53 1.93
H -1.4405 0.4205 -1.6720 -0.44 0.76 0.04
H -2.6406 0.8542 -0.4246 0.54 0.46 0.04
```
Forces are in eV/Å.

=====

Record 9
The following is a DFT calculation (ωB97M-V with the def2-TZVPD basis set) of an isolated molecule of C3H5ClN2S.

Summary:
HOMO energy: -8.51 eV
structure (SMILES): NN(C=S)/C=C/Cl
Kohn-Sham gap: 8.569 eV
LUMO level: 0.002 Ha
total energy: -29527.8520 eV

The geometry in XYZ format:
```
12
Properties=species:S:1:pos:R:3:forces:R:3
N 0.0480 -1.7401 -0.8022 -0.77 0.78 0.70
N -0.2183 -0.4203 -0.3392 0.61 -1.37 0.16
C -1.4608 0.0970 -0.5020 -0.40 -0.16 -0.72
S -2.7572 -0.5639 -1.2433 0.41 0.12 0.30
C 0.7633 0.2408 0.4400 0.16 0.62 -0.71
C 0.6313 1.4557 0.9911 0.84 -0.46 0.49
Cl 2.0494 2.1037 1.7832 -0.11 0.04 -0.02
H 0.6019 -1.7886 -1.6348 0.30 0.25 -0.10
H 0.2874 -2.4046 -0.0768 0.03 0.38 -0.07
H -1.5049 1.1214 -0.1529 -0.06 0.02 0.17
H 1.7635 -0.2357 0.4230 -0.93 0.23 0.12
H -0.2036 2.1346 1.1138 -0.06 -0.46 -0.30
```
Forces are in eV/Å.

=====

Record 10
The following is a DFT calculation (ωB97M-V with the def2-TZVPD basis set) of an isolated molecule of C3H5ClN4.

Summary:
HOMO energy: -8.27 eV
structure (SMILES): Nc1cc(Cl)nn1N
Kohn-Sham gap: 9.030 eV
LUMO level: 0.028 Ha
total energy: -21672.4463 eV

The geometry in XYZ format:
```
13
Properties=species:S:1:pos:R:3:forces:R:3
N -0.0229 -1.7288 -2.1389 0.74 -3.31 5.24
C 0.1269 -0.8512 -1.1066 -1.74 4.17 1.94
C 0.2149 0.6198 -1.1180 -0.08 -1.94 0.52
C 0.0056 0.9340 0.2902 1.20 -0.49 -0.52
Cl 0.5070 2.4131 1.0524 -0.55 -0.03 -0.32
N -0.2205 -0.1057 1.1009 0.31 1.30 -1.45
N -0.1541 -1.1396 0.2541 -0.23 -2.41 -2.72
N -0.7803 -2.3990 0.5604 -0.05 0.91 2.64
H -0.4539 -2.6388 -1.9139 0.55 0.90 0.03
H -0.1975 -1.4429 -2.9977 -0.78 2.04 -4.47
H 0.3511 1.3176 -2.0164 -0.08 -1.29 1.81
H -1.8544 -2.1645 0.6554 2.80 -0.76 0.37
H -0.3036 -2.6972 1.5529 -2.09 0.91 -3.06
```
Forces are in eV/Å.

=====

Across the entries above, energy relative to the best compared isomer or geometry (same formula, charge and spin) takes the values 3.055 0.000 0.190 0.367 0.056 0.659 1.818 1.707 1.375 2.924 eV, respectively.